# 1
Computed, not measured: a molecular structure, C27H64BrClFI2N21O14PS at a distorted geometry, with ωB97M-V with the def2-TZVPD basis set.

Element x y z (Å)
1 C 6.586 2.320 1.572
2 C 5.260 2.436 2.324
3 S 4.173 1.033 1.943
4 C 2.562 1.822 1.721
5 C 1.780 1.152 0.585
6 P 2.806 1.387 -0.971
7 O 1.842 1.676 -2.039
8 O 3.817 0.207 -1.187
9 O 3.723 2.676 -0.797
10 C 1.498 -0.336 0.899
11 C 1.430 -1.293 -0.311
12 C 2.598 -2.300 -0.255
13 C 2.272 -3.694 -0.623
14 O 3.100 -2.698 -1.462
15 C 0.199 -0.511 1.761
16 C 0.371 -1.539 2.846
17 I -0.294 -3.410 2.139
18 C 0.833 -1.387 4.080
19 C 1.295 -0.082 4.658
20 I 0.989 -2.994 5.408
21 N -0.403 0.796 2.154
22 C -0.561 1.457 0.942
23 N -1.786 1.587 0.510
24 Br -2.093 2.082 -1.244
25 C -2.954 1.208 1.360
26 C -4.289 1.575 0.767
27 C -4.594 3.078 0.728
28 Cl -5.483 0.749 1.817
29 N 0.513 1.839 0.199
30 C 0.582 3.299 -0.040
31 C -0.015 4.153 1.037
32 O -0.768 5.036 0.858
33 F 0.383 3.849 2.269
34 H 6.496 1.707 0.684
35 H 6.910 3.309 1.271
36 H 7.358 1.906 2.206
37 H 5.452 2.373 3.388
38 H 4.761 3.375 2.118
39 H 2.027 1.849 2.665
40 H 2.765 2.866 1.508
41 H 4.619 0.585 -1.584
42 H 3.334 3.376 -1.353
43 H 2.306 -0.707 1.517
44 H 1.471 -0.814 -1.284
45 H 0.558 -1.934 -0.289
46 H 3.303 -2.187 0.563
47 H 3.033 -4.434 -0.448
48 H 1.466 -3.845 -1.319
49 H -0.569 -0.925 1.117
50 H 1.969 -0.237 5.492
51 H 0.462 0.524 4.998
52 H 1.873 0.428 3.889
53 H 0.160 1.347 2.795
54 H -2.922 0.124 1.428
55 H -2.821 1.583 2.365
56 H -4.437 1.112 -0.198
57 H -4.937 3.336 -0.268
58 H -3.679 3.644 0.886
59 H -5.356 3.349 1.442
60 H 0.036 3.580 -0.930
61 H 1.593 3.639 -0.225
62 C -3.035 -6.006 0.770
63 O -2.011 -5.950 1.441
64 N -3.018 -5.975 -0.597
65 N -4.261 -6.100 1.355
66 H -3.844 -6.016 -1.161
67 H -2.124 -5.911 -1.044
68 H -4.297 -6.119 2.364
69 H -5.116 -6.149 0.835
70 C 3.828 -5.417 3.126
71 O 4.147 -4.555 2.320
72 N 4.737 -6.035 3.939
73 N 2.529 -5.819 3.269
74 H 4.495 -6.744 4.603
75 H 5.695 -5.755 3.850
76 H 1.858 -5.361 2.682
77 H 2.220 -6.519 3.916
78 C 0.781 4.222 -3.641
79 O 1.259 4.447 -2.528
80 N 0.867 2.987 -4.215
81 N 0.130 5.193 -4.348
82 H 0.488 2.745 -5.110
83 H 1.358 2.313 -3.638
84 H 0.066 6.106 -3.931
85 H -0.263 5.043 -5.258
86 C -5.143 -1.742 -1.323
87 O -4.172 -1.005 -1.168
88 N -5.267 -2.594 -2.375
89 N -6.171 -1.742 -0.420
90 H -6.062 -3.189 -2.504
91 H -4.517 -2.618 -3.050
92 H -6.037 -1.111 0.343
93 H -6.992 -2.312 -0.483
94 C -4.529 4.498 -4.169
95 O -5.473 3.924 -3.662
96 N -3.266 3.954 -4.180
97 N -4.631 5.725 -4.767
98 H -2.462 4.407 -4.573
99 H -3.164 3.053 -3.766
100 H -5.536 6.159 -4.788
101 H -3.861 6.189 -5.207
102 C -3.695 -5.108 4.693
103 O -4.538 -5.853 4.221
104 N -2.608 -5.556 5.389
105 N -3.766 -3.745 4.566
106 H -1.915 -4.935 5.760
107 H -2.511 -6.543 5.527
108 H -4.546 -3.369 4.061
109 H -3.079 -3.120 4.941
110 C -0.901 7.002 -3.217
111 O -0.505 7.537 -4.239
112 N -0.060 6.589 -2.222
113 N -2.231 6.756 -2.996
114 H -0.374 6.152 -1.376
115 H 0.921 6.743 -2.363
116 H -2.871 7.054 -3.701
117 H -2.586 6.302 -2.175
118 C -1.599 -1.611 -3.774
119 O -2.413 -2.517 -3.727
120 N -0.268 -1.816 -3.524
121 N -1.949 -0.327 -4.082
122 H 0.422 -1.091 -3.562
123 H 0.017 -2.751 -3.303
124 H -2.918 -0.145 -4.261
125 H -1.292 0.428 -4.132
126 C 7.103 -2.304 -0.502
127 O 8.076 -1.715 -0.066
128 N 7.142 -3.611 -0.895
129 N 5.883 -1.691 -0.635
130 H 6.347 -4.105 -1.251
131 H 8.018 -4.090 -0.809
132 H 5.833 -0.737 -0.344
133 H 5.057 -2.144 -0.992

As for the energy above the lowest of the compared OMol25 structures with the same formula, charge and spin: 0.0 kJ/mol. The charge is +1. The HOMO energy comes out at -11.092 eV.


# 2
Computed, not measured: a single C5H13N2O molecule at a distorted geometry, with ωB97M-V with the def2-TZVPD basis set.

Element x y z (Å)
1 C -0.651 0.584 1.995
2 O -1.554 -0.485 2.453
3 C -0.533 0.528 0.477
4 C 0.516 -0.413 -0.040
5 C 1.357 -0.278 -1.270
6 C 1.412 -1.315 -2.125
7 N 1.922 0.952 -1.522
8 N -1.972 0.163 -0.070
9 H 0.308 0.375 2.496
10 H -1.155 1.517 2.270
11 H -1.318 -0.450 3.391
12 H -0.434 1.558 0.108
13 H 0.301 -1.515 -0.094
14 H 1.315 -0.353 0.746
15 H 0.753 -2.177 -2.081
16 H 2.066 -1.442 -2.977
17 H 2.128 1.713 -0.905
18 H 2.378 0.959 -2.427
19 H -2.667 0.327 0.678
20 H -1.970 -0.875 -0.129
21 H -2.201 0.629 -0.974

As for the multiplicity: 2. As for the energy above the lowest of the compared OMol25 structures with the same formula, charge and spin: 332.0 kJ/mol. The charge is 0. The HOMO energy (alpha / beta) comes out at -3.298 / -8.357 eV.


# 3
Computed, not measured: 2 unconnected molecules or ions with the total composition C8H15NO3S at a distorted geometry, with ωB97M-V with the def2-TZVPD basis set.

Element x y z (Å)
1 C 1.458 2.349 -1.529
2 C 0.824 0.506 2.271
3 C -0.289 0.585 1.154
4 C -0.744 2.078 1.197
5 C 0.835 -1.260 -1.626
6 C -0.666 -2.125 0.142
7 C -1.530 -0.462 -1.680
8 C -0.390 -0.846 -0.779
9 N 0.035 0.300 -0.125
10 O 0.526 2.802 -1.978
11 O 2.418 1.931 -1.018
12 O 1.240 -0.757 2.391
13 S 2.396 -1.729 1.897
14 H 1.715 1.073 1.937
15 H 0.245 0.853 3.104
16 H -1.290 0.061 1.474
17 H -1.664 2.180 0.809
18 H -0.054 2.498 0.448
19 H -0.865 2.454 2.171
20 H 1.074 -0.393 -2.142
21 H 1.550 -1.451 -0.828
22 H 0.688 -2.135 -2.196
23 H 0.027 -2.287 0.978
24 H -0.445 -2.990 -0.508
25 H -1.665 -2.205 0.473
26 H -2.046 0.456 -1.552
27 H -1.044 -0.308 -2.633
28 H -2.340 -1.178 -1.852

As for the energy above the lowest of the compared OMol25 structures with the same formula, charge and spin: 532.8 kJ/mol. The charge is 0. The HOMO energy (alpha / beta) comes out at -7.569 / -7.569 eV.


# 4
Computed, not measured: 5 unconnected molecules or ions with the total composition C18H28BBrF4NO15P at a distorted geometry, with ωB97M-V with the def2-TZVPD basis set.

Element x y z (Å)
1 C -0.429 1.179 -1.672
2 C 0.434 0.020 -1.174
3 P -0.295 -1.296 -0.122
4 Br -2.591 -0.916 -0.808
5 B -0.604 -3.144 -0.776
6 O -0.330 -4.182 0.053
7 O -1.082 -3.372 -2.043
8 C -0.128 -3.898 -2.980
9 N 1.248 -1.801 0.710
10 C 2.442 -2.021 -0.108
11 C 1.530 -1.179 1.940
12 C 2.455 0.022 1.992
13 O 1.028 -1.591 2.969
14 H 0.253 1.976 -1.995
15 H -1.054 1.607 -0.887
16 H -1.040 0.914 -2.535
17 H 0.852 -0.504 -2.045
18 H 1.292 0.424 -0.631
19 H -0.768 -0.934 1.133
20 H -0.601 -4.077 0.975
21 H 0.611 -4.543 -2.493
22 H 0.392 -3.074 -3.480
23 H -0.676 -4.487 -3.718
24 H 2.185 -2.335 -1.124
25 H 3.060 -1.115 -0.200
26 H 3.081 -2.769 0.359
27 H 3.473 -0.309 2.222
28 H 2.460 0.617 1.079
29 H 2.119 0.645 2.826
30 O -1.751 4.193 -1.614
31 C -2.242 4.194 -0.533
32 O -3.428 4.749 -0.221
33 C -3.745 4.419 1.136
34 C -2.375 4.115 1.710
35 F -2.405 3.144 2.649
36 O -1.674 3.644 0.572
37 H -4.373 3.528 1.158
38 H -4.253 5.250 1.615
39 H -1.847 4.979 2.117
40 O 5.110 -3.753 0.191
41 C 5.630 -3.786 1.254
42 O 6.289 -4.842 1.774
43 C 6.890 -4.442 3.009
44 C 6.042 -3.247 3.402
45 F 6.753 -2.294 4.045
46 O 5.625 -2.753 2.142
47 H 7.921 -4.133 2.830
48 H 6.863 -5.259 3.723
49 H 5.159 -3.486 3.997
50 O -0.385 9.992 -3.760
51 C -0.523 8.967 -3.188
52 O 0.093 7.805 -3.502
53 C -0.202 6.838 -2.489
54 C -1.481 7.393 -1.897
55 F -1.581 7.153 -0.563
56 O -1.343 8.781 -2.112
57 H 0.594 6.839 -1.743
58 H -0.313 5.848 -2.919
59 H -2.392 7.038 -2.379
60 O -6.716 -2.484 0.680
61 C -5.777 -3.164 0.455
62 O -5.387 -3.582 -0.769
63 C -4.127 -4.249 -0.648
64 C -4.142 -4.668 0.810
65 F -2.904 -4.653 1.377
66 O -4.935 -3.668 1.406
67 H -3.321 -3.542 -0.843
68 H -4.070 -5.079 -1.346
69 H -4.591 -5.644 1.006

The SMILES is CC[PH](Br)(B(O)OC)N(C)C(C)=O.O=C1OC[C@@H](F)O1.O=C1OC[C@@H](F)O1.O=C1OC[C@@H](F)O1.O=C1OC[C@@H](F)O1. The charge is 0. The HOMO energy comes out at -9.080 eV.


# 5
Computed, not measured: 3 unconnected molecules or ions with the total composition C2H11N2O2 at a distorted geometry, with ωB97M-V with the def2-TZVPD basis set.

Element x y z (Å)
1 C 0.403 -0.409 -1.473
2 C -0.789 0.181 -1.926
3 N -1.158 0.027 -3.163
4 N 0.386 -0.808 -0.035
5 H 1.363 -0.316 -1.975
6 H -1.312 0.914 -1.318
7 H -1.954 0.519 -3.571
8 H -0.678 -0.682 -3.714
9 H 1.247 -1.250 0.315
10 H 0.253 0.004 0.603
11 H -0.438 -1.399 0.115
12 H 0.410 -0.631 3.193
13 H 1.863 -0.412 3.761
14 O 1.313 -0.347 2.994
15 H -1.010 1.917 2.229
16 H 0.438 1.237 2.244
17 O -0.337 1.453 1.723

As for the multiplicity: 2. As for the energy above the lowest of the compared OMol25 structures with the same formula, charge and spin: 77.5 kJ/mol. The charge is +2. The HOMO energy (alpha / beta) comes out at -18.916 / -18.914 eV.


# 6
Computed, not measured: a molecular structure, C27H59AlNO8S, with ωB97M-V with the def2-TZVPD basis set.

Element x y z (Å)
1 C 6.926 1.983 0.335
2 C 6.516 0.857 -0.613
3 C 6.675 -0.561 -0.015
4 Al 4.951 -1.598 -0.363
5 C 5.304 -3.568 0.026
6 C 4.061 -4.378 0.446
7 C 3.291 -4.930 -0.766
8 S 1.477 -4.711 -0.667
9 C 3.425 -0.843 0.737
10 C 3.871 -0.174 2.048
11 C 3.061 1.061 2.484
12 C 2.809 2.089 1.394
13 O 1.626 1.710 0.660
14 C 1.469 2.295 -0.535
15 C 0.293 1.731 -1.294
16 O 2.158 3.205 -0.956
17 C 4.588 -1.380 -2.382
18 C 3.406 -0.565 -2.752
19 C 3.690 0.736 -3.481
20 N 2.204 -0.932 -2.479
21 H 6.557 2.944 -0.037
22 H 8.012 2.074 0.388
23 H 6.523 1.829 1.335
24 H 7.103 0.920 -1.531
25 H 5.477 1.045 -0.908
26 H 6.922 -0.503 1.046
27 H 7.461 -1.116 -0.533
28 H 6.062 -3.625 0.809
29 H 5.703 -4.016 -0.891
30 H 4.352 -5.239 1.061
31 H 3.377 -3.788 1.053
32 H 3.627 -4.468 -1.689
33 H 3.448 -6.003 -0.853
34 H 1.200 -5.809 0.049
35 H 2.893 -0.159 0.083
36 H 2.706 -1.630 0.979
37 H 4.927 0.106 2.051
38 H 3.767 -0.915 2.846
39 H 3.610 1.579 3.277
40 H 2.103 0.769 2.918
41 H 2.617 3.066 1.842
42 H 3.656 2.199 0.722
43 H 0.212 0.664 -1.107
44 H -0.604 2.223 -0.915
45 H 0.411 1.949 -2.348
46 H 4.464 -2.380 -2.802
47 H 5.475 -0.933 -2.836
48 H 2.760 1.218 -3.781
49 H 4.292 1.409 -2.872
50 H 4.267 0.527 -4.384
51 H 1.543 -0.251 -2.842
52 C -3.490 -0.789 5.611
53 O -3.189 -1.544 4.460
54 C -4.230 -1.677 3.513
55 C -3.807 -1.347 2.095
56 O -3.482 0.006 1.835
57 C -2.306 0.574 2.394
58 C -0.992 0.053 1.850
59 O -0.736 -1.295 2.190
60 C -0.381 -2.136 1.103
61 H -3.822 -1.440 6.426
62 H -2.579 -0.276 5.926
63 H -4.258 -0.035 5.416
64 H -5.088 -1.054 3.787
65 H -4.561 -2.724 3.517
66 H -4.684 -1.539 1.470
67 H -3.022 -2.021 1.746
68 H -2.328 0.547 3.486
69 H -2.353 1.629 2.108
70 H -0.191 0.667 2.275
71 H -0.971 0.191 0.766
72 H -0.873 -1.827 0.175
73 H -0.706 -3.150 1.345
74 H 0.699 -2.142 0.946
75 C -3.438 1.330 -3.426
76 O -4.500 0.946 -2.579
77 C -4.328 1.245 -1.203
78 C -5.523 1.943 -0.590
79 O -5.798 3.256 -1.059
80 C -6.298 3.452 -2.366
81 C -7.737 3.038 -2.604
82 O -7.942 1.639 -2.542
83 C -8.971 1.208 -1.681
84 H -2.742 0.499 -3.577
85 H -3.860 1.609 -4.394
86 H -2.890 2.189 -3.031
87 H -3.432 1.853 -1.042
88 H -4.190 0.304 -0.661
89 H -5.282 2.074 0.467
90 H -6.414 1.313 -0.631
91 H -5.635 3.024 -3.121
92 H -6.274 4.536 -2.506
93 H -8.011 3.376 -3.611
94 H -8.383 3.558 -1.887
95 H -9.083 1.867 -0.816
96 H -8.712 0.211 -1.322
97 H -9.927 1.148 -2.213

The charge is -1. The HOMO energy comes out at -4.684 eV.


# 7
Computed, not measured: a molecular structure, C10H30F2HgNO9S2 at a distorted geometry, with ωB97M-V with the def2-TZVPD basis set.

Element x y z (Å)
1 Hg -0.660 -0.115 -0.230
2 N -3.150 1.159 2.041
3 S -3.042 1.561 3.453
4 O -3.269 0.409 4.317
5 O -3.337 2.871 3.988
6 F -1.423 1.598 3.272
7 S -4.759 1.573 1.929
8 O -4.948 3.016 1.760
9 O -5.697 0.766 2.612
10 F -5.004 1.096 0.411
11 C 4.760 3.111 0.429
12 C 3.368 3.128 1.112
13 O 2.411 2.759 0.116
14 H 4.776 3.543 -0.571
15 H 5.203 2.114 0.412
16 H 5.394 3.692 1.098
17 H 3.235 4.169 1.409
18 H 3.328 2.455 1.968
19 H 2.334 3.556 -0.415
20 C -3.255 -4.262 2.094
21 C -2.423 -4.750 0.952
22 O -1.852 -3.723 0.166
23 H -3.962 -3.532 1.700
24 H -2.773 -3.776 2.943
25 H -3.851 -5.090 2.478
26 H -3.017 -5.402 0.312
27 H -1.566 -5.268 1.383
28 H -1.404 -4.208 -0.531
29 C 2.639 -0.124 -5.186
30 C 2.931 -0.636 -3.762
31 O 1.747 -1.074 -3.172
32 H 3.508 0.262 -5.717
33 H 1.808 0.581 -5.193
34 H 2.218 -0.933 -5.783
35 H 3.220 0.210 -3.137
36 H 3.691 -1.414 -3.830
37 H 1.651 -2.002 -3.397
38 C 3.658 -3.389 3.816
39 C 2.311 -3.130 3.143
40 O 2.498 -2.160 2.121
41 H 4.310 -4.049 3.244
42 H 3.372 -3.913 4.728
43 H 4.206 -2.500 4.127
44 H 1.568 -2.705 3.818
45 H 1.982 -4.111 2.800
46 H 3.341 -2.452 1.766
47 C -3.652 3.860 -3.621
48 C -2.262 3.457 -3.095
49 O -2.203 2.075 -3.125
50 H -3.755 4.944 -3.677
51 H -4.482 3.615 -2.959
52 H -3.960 3.476 -4.593
53 H -2.049 3.879 -2.114
54 H -1.512 3.905 -3.747
55 H -2.201 1.879 -4.065

The charge is +1. The HOMO energy comes out at -12.814 eV.